C28H84AsF6N8O10 as an isolated structure, computed with wB97M-V/def2-TZVPD.

Positions of all 137 atoms, in Å:
C  -0.9861  -2.7981  3.1736
C  -1.9190  -2.2192  4.2269
C  -1.3781  -1.9540  5.6189
O  -0.3882  -0.9839  5.6152
C  -0.0059  -0.6265  6.8862
N  -2.4703  -0.9631  3.6077
H  -2.1733  -0.1732  4.1627
H  -2.0381  -0.7517  2.7197
H  -3.4784  -0.9930  3.5528
H  -1.3905  -2.9059  2.1671
H  -0.5117  -3.7495  3.4143
H  -0.1076  -2.1529  3.1774
H  -2.7243  -2.9324  4.4027
H  -1.2240  -2.9273  6.0848
H  -2.1691  -1.4925  6.2101
H  1.0275  -0.2799  6.8887
H  -0.0767  -1.4368  7.6118
H  -0.7285  0.0888  7.2788
C  2.1476  5.6189  -0.0003
C  0.7738  5.0543  0.2895
C  -0.4020  5.9431  -0.1093
O  -0.5538  6.1472  -1.4838
C  -1.5693  7.0302  -1.7775
N  0.6823  3.6316  -0.3494
H  1.4666  3.0265  -0.1524
H  -0.1002  3.2045  0.1253
H  0.6419  3.7147  -1.3552
H  2.9250  5.2294  0.6570
H  2.0914  6.7058  0.0582
H  2.4735  5.3414  -1.0027
H  0.6348  4.8815  1.3567
H  -0.2723  6.8593  0.4668
H  -1.2798  5.5487  0.4026
H  -1.9001  6.8564  -2.8015
H  -1.1966  8.0437  -1.6291
H  -2.3809  6.8866  -1.0642
C  -0.6206  -3.6720  -1.1306
C  -1.4086  -4.8481  -1.8885
C  -2.9233  -5.0776  -1.6481
O  -3.4189  -6.2755  -2.3001
C  -4.8382  -6.1807  -2.3779
N  -1.1057  -4.6979  -3.3724
H  -1.3376  -3.7569  -3.6565
H  -0.1019  -4.8067  -3.3984
H  -1.6373  -5.4316  -3.8186
H  -0.6211  -2.7003  -1.6244
H  0.3860  -4.0895  -1.1555
H  -0.9679  -3.5042  -0.1111
H  -1.0138  -5.7438  -1.4091
H  -3.4019  -4.2173  -2.1160
H  -3.0402  -5.1208  -0.5653
H  -5.4151  -5.8978  -1.4973
H  -5.2231  -7.1769  -2.5960
H  -5.1510  -5.4830  -3.1548
C  5.3178  -4.0866  -0.0655
C  5.3726  -2.5457  -0.0390
C  5.8977  -1.6885  -1.3019
O  7.2441  -1.9346  -1.5784
C  7.6296  -2.7638  -2.6660
N  3.9304  -2.0798  0.2794
H  3.7154  -1.1204  0.0480
H  3.4480  -2.3357  -0.5703
H  3.6257  -2.4262  1.1779
H  6.2921  -4.5719  -0.0084
H  4.8183  -4.4508  -0.9633
H  4.8039  -4.4517  0.8237
H  5.8845  -2.1958  0.8574
H  6.0725  -0.6366  -1.0759
H  5.3643  -1.6794  -2.2524
H  7.4198  -2.3267  -3.6422
H  7.3242  -3.8061  -2.5734
H  8.7191  -2.7393  -2.6459
C  2.1797  2.4966  3.3296
C  2.6000  1.2149  4.0610
C  2.8767  1.4982  5.5170
O  3.1650  0.2535  6.1234
C  3.4359  0.2837  7.5758
N  1.6419  0.0242  3.8254
H  1.4055  -0.1530  2.8596
H  2.0403  -0.8240  4.2021
H  0.7753  0.2436  4.2954
H  1.1839  2.7983  3.6542
H  2.2134  2.4490  2.2411
H  2.7497  3.3997  3.5475
H  3.4657  0.7994  3.5452
H  2.0977  2.1556  5.9032
H  3.7432  2.1107  5.7663
H  2.5131  0.2862  8.1560
H  4.1271  1.0897  7.8220
H  4.0973  -0.5724  7.7088
C  3.4083  0.9106  -4.3071
C  1.9930  1.4238  -3.9587
C  1.6472  2.6305  -4.8575
O  0.3144  2.9949  -4.5136
C  -0.3353  3.8048  -5.4943
N  0.9555  0.3061  -4.2888
H  1.0783  -0.4250  -3.6029
H  -0.0324  0.5160  -4.2748
H  1.2169  -0.0803  -5.1846
H  3.5142  0.8685  -5.3911
H  3.5811  -0.0119  -3.7528
H  4.1826  1.6524  -4.1118
H  1.7887  1.5794  -2.8994
H  1.7356  2.3939  -5.9179
H  2.3944  3.4122  -4.7211
H  0.1569  4.7763  -5.5375
H  -1.3685  4.0584  -5.2572
H  -0.3762  3.3476  -6.4830
C  -2.2570  2.0908  -2.7428
C  -3.4878  1.7655  -1.9214
C  -4.8543  1.9301  -2.5997
O  -5.8497  1.8042  -1.5436
C  -7.2068  1.7008  -1.8060
N  -3.4287  0.3110  -1.3521
H  -2.6015  0.1702  -0.7898
H  -4.2033  -0.0354  -0.8043
H  -3.2618  -0.3000  -2.1388
H  -2.1926  3.1629  -2.9290
H  -2.1713  1.5073  -3.6594
H  -1.3918  1.7937  -2.1501
H  -3.6596  2.3564  -1.0217
H  -5.1025  1.2409  -3.4068
H  -4.8661  2.8914  -3.1133
H  -7.9227  1.9345  -1.0181
H  -7.4388  0.7473  -2.2805
H  -7.4396  2.2763  -2.7019
N  0.2868  -0.4905  0.1068
O  -0.8481  -0.6484  -0.0326
O  0.8052  0.2841  -0.6602
O  0.9090  -1.0087  0.9966
As  -5.1970  -1.8420  1.0605
F  -4.7129  -2.3224  2.7221
F  -3.4843  -1.8041  0.6075
F  -5.7567  -1.4856  -0.5842
F  -6.9508  -1.8706  1.5138
F  -5.1291  -0.1814  1.4949
F  -5.2311  -3.6423  0.7614

Forces on atoms 1 to 2 (eV/Å):
1.468 -0.090 0.629
-0.147 -1.382 -0.392

ΔE to the lowest compared entry with this formula, charge and spin, kJ/mol: 850.11
Gap between HOMO and LUMO, Ha: 0.25302
Net charge: +5